Entry 1:
This record from the Open Molecules 2025 dataset describes a 5-piece molecular cluster, C23H53F3N3O11S overall in a non-equilibrium geometry. The level of theory is the ωB97M-V functional and the def2-TZVPD basis.

Computed properties:
**Net charge**: +1
**Highest occupied orbital energy**: -10.43 eV
**Frontier orbital gap**: 5.86 eV

Last columns: bonded neighbours and bond lengths (Å).
Atoms and positions in Å:
1 O 0.491 -1.280 2.118  S2 1.579
2 S -0.766 -1.781 1.306  O1 1.579, O3 1.555, C4 1.873, C14 1.873
3 O -1.168 -3.135 1.956  S2 1.555
4 C -2.052 -0.428 1.462  S2 1.873, C5 1.639, C13 1.666, H18 1.191
5 C -2.790 -0.002 0.062  C4 1.639, N6 1.513, H19 1.170, H20 1.192
6 N -4.215 0.474 0.238  C5 1.513, C7 1.523, H21 1.043
7 C -5.031 -0.451 1.130  N6 1.523, N8 1.394, N12 1.540
8 N -6.415 -0.342 1.006  C7 1.394, C9 1.513, H22 1.065
9 C -7.419 -1.337 1.545  N8 1.513, C10 1.645, H23 1.190, H24 1.194
10 C -8.482 -1.885 0.415  C9 1.645, O11 1.491, H25 1.171, H26 1.187
11 O -7.746 -2.480 -0.738  C10 1.491, H27 1.018
12 N -4.414 -1.472 2.104  C7 1.540, C13 1.536, H28 1.057
13 C -3.129 -0.844 2.664  C4 1.666, N12 1.536, H29 1.192, H30 1.171
14 C -0.162 -2.106 -0.437  S2 1.873, F15 1.511, F16 1.510, F17 1.490
15 F 0.937 -3.136 -0.312  C14 1.511
16 F 0.516 -0.907 -1.056  C14 1.510
17 F -1.173 -2.718 -1.344  C14 1.490
18 H -1.505 0.547 1.872  C4 1.191
19 H -2.795 -0.823 -0.771  C5 1.170
20 H -2.174 0.919 -0.379  C5 1.192
21 H -4.247 1.467 0.558  N6 1.043
22 H -6.815 0.470 0.446  N8 1.065
23 H -6.926 -2.297 2.047  C9 1.190
24 H -8.019 -0.806 2.430  C9 1.194
25 H -9.284 -1.094 0.098  C10 1.171
26 H -9.078 -2.774 0.926  C10 1.187
27 H -7.609 -1.740 -1.423  O11 1.018
28 H -5.024 -1.578 2.960  N12 1.057
29 H -3.444 0.118 3.293  C13 1.192
30 H -2.692 -1.611 3.433  C13 1.171
31 C 5.588 -1.457 5.612  O32 1.423, H37 1.093, H38 1.092, H39 1.096
32 O 5.053 -1.368 4.296  C31 1.423, C33 1.432
33 C 3.621 -1.340 4.292  O32 1.432, C34 1.532, H40 1.097, H41 1.094
34 C 3.089 0.087 4.125  C33 1.532, O35 1.431, H42 1.095, H43 1.097
35 O 3.424 0.903 5.252  C34 1.431, C36 1.424
36 C 4.552 1.736 5.000  O35 1.424, H44 1.091, H45 1.093, H46 1.093
37 H 6.650 -1.199 5.568  C31 1.093
38 H 5.094 -0.772 6.306  C31 1.092
39 H 5.491 -2.484 5.979  C31 1.096
40 H 3.221 -1.805 5.201  C33 1.097
41 H 3.291 -1.938 3.437  C33 1.094
42 H 1.996 0.051 4.070  C34 1.095
43 H 3.457 0.540 3.197  C34 1.097
44 H 4.250 2.582 4.382  C36 1.091
45 H 5.365 1.193 4.511  C36 1.093
46 H 4.917 2.114 5.958  C36 1.093
47 C 3.322 -2.749 -1.882  O48 1.423, H53 1.093, H54 1.092, H55 1.096
48 O 4.423 -2.629 -2.777  C47 1.423, C49 1.432
49 C 4.364 -1.427 -3.553  O48 1.432, C50 1.532, H56 1.097, H57 1.094
50 C 5.284 -0.344 -2.981  C49 1.532, O51 1.431, H58 1.095, H59 1.097
51 O 4.843 0.085 -1.688  C50 1.431, C52 1.424
52 C 5.586 -0.522 -0.635  O51 1.424, H60 1.091, H61 1.093, H62 1.093
53 H 3.563 -3.520 -1.145  C47 1.093
54 H 3.116 -1.816 -1.353  C47 1.092
55 H 2.431 -3.061 -2.437  C47 1.096
56 H 3.331 -1.064 -3.630  C49 1.097
57 H 4.705 -1.679 -4.562  C49 1.094
58 H 5.249 0.531 -3.638  C50 1.095
59 H 6.324 -0.691 -2.939  C50 1.097
60 H 6.559 -0.036 -0.547  C52 1.091
61 H 5.722 -1.595 -0.791  C52 1.093
62 H 5.036 -0.376 0.298  C52 1.093
63 C 4.190 5.369 2.509  O64 1.423, H69 1.093, H70 1.092, H71 1.096
64 O 4.704 4.256 1.786  C63 1.423, C65 1.432
65 C 3.680 3.545 1.082  O64 1.432, C66 1.532, H72 1.097, H73 1.094
66 C 3.650 3.928 -0.402  C65 1.532, O67 1.431, H74 1.095, H75 1.097
67 O 3.271 5.297 -0.579  C66 1.431, C68 1.424
68 C 4.394 6.142 -0.808  O67 1.424, H76 1.091, H77 1.093, H78 1.093
69 H 5.028 6.014 2.787  C63 1.093
70 H 3.484 5.956 1.917  C63 1.092
71 H 3.700 5.018 3.424  C63 1.096
72 H 2.701 3.708 1.550  C65 1.097
73 H 3.915 2.479 1.163  C65 1.094
74 H 2.893 3.318 -0.907  C66 1.095
75 H 4.616 3.729 -0.881  C66 1.097
76 H 4.736 6.025 -1.837  C68 1.091
77 H 5.217 5.931 -0.120  C68 1.093
78 H 4.077 7.178 -0.659  C68 1.093
79 C -4.627 -2.031 -3.344  O80 1.423, H85 1.093, H86 1.092, H87 1.096
80 O -5.792 -1.271 -3.645  C79 1.423, C81 1.432
81 C -5.485 -0.057 -4.339  O80 1.432, C82 1.532, H88 1.097, H89 1.094
82 C -5.729 -0.196 -5.846  C81 1.532, O83 1.431, H90 1.095, H91 1.097
83 O -4.828 -1.141 -6.434  C82 1.431, C84 1.424
84 C -5.436 -2.413 -6.637  O83 1.424, H92 1.091, H93 1.093, H94 1.093
85 H -4.939 -3.044 -3.074  C79 1.093
86 H -3.944 -2.095 -4.195  C79 1.092
87 H -4.107 -1.585 -2.489  C79 1.096
88 H -4.454 0.257 -4.136  C81 1.097
89 H -6.153 0.715 -3.947  C81 1.094
90 H -5.537 0.770 -6.324  C82 1.095
91 H -6.769 -0.472 -6.053  C82 1.097
92 H -6.086 -2.372 -7.512  C84 1.091
93 H -6.011 -2.738 -5.766  C84 1.093
94 H -4.645 -3.143 -6.820  C84 1.093

***

Entry 2:
This record from the Open Molecules 2025 dataset describes a 6-piece molecular cluster, C23H54BBrN5O10S overall in a non-equilibrium geometry. The level of theory is the ωB97M-V functional and the def2-TZVPD basis.

Computed properties:
**Net charge**: +1
**Highest occupied orbital energy**: -10.94 eV
**Frontier orbital gap**: 8.73 eV

Last columns: bonded neighbours and bond lengths (Å).
Atoms and positions in Å:
1 C -1.170 6.313 -1.062  C2 1.672, H17 1.171, H18 1.190, H19 1.186
2 C 0.491 6.134 -1.124  C1 1.672, Br3 1.986, C4 1.636, H20 1.188
3 Br 1.275 6.873 0.544  C2 1.986
4 C 0.759 4.547 -1.420  C2 1.636, S5 1.908, H21 1.197, H22 1.167
5 S 2.603 4.102 -1.626  C4 1.908, C6 1.917, C13 1.839
6 C 2.487 2.468 -2.623  S5 1.917, O7 1.449, H23 1.167, H24 1.196
7 O 3.164 1.344 -2.009  C6 1.449, C8 1.456
8 C 2.338 0.483 -1.175  O7 1.456, O9 1.467, H25 1.194, H26 1.196
9 O 1.038 0.077 -1.719  C8 1.467, C10 1.468
10 C -0.088 0.819 -1.138  O9 1.468, C11 1.660, H27 1.194, H28 1.169
11 C -1.217 -0.138 -0.388  C10 1.660, O12 1.498, H29 1.193, H30 1.170
12 O -0.820 -0.157 1.056  C11 1.498, H31 1.020
13 C 3.485 3.793 -0.041  S5 1.839, B14 1.615, H32 1.194, H33 1.195
14 B 2.669 3.489 1.319  C13 1.615, O15 1.509, O16 1.470
15 O 3.516 3.229 2.541  B14 1.509, H34 1.005
16 O 1.221 3.473 1.578  B14 1.470, H35 1.003
17 H -1.511 7.430 -1.140  C1 1.171
18 H -1.548 5.815 -0.048  C1 1.190
19 H -1.702 5.711 -1.934  C1 1.186
20 H 0.842 6.736 -2.086  C2 1.188
21 H 0.325 4.367 -2.521  C4 1.197
22 H 0.167 3.796 -0.751  C4 1.167
23 H 1.386 2.309 -2.976  C6 1.167
24 H 3.097 2.725 -3.619  C6 1.196
25 H 2.200 0.862 -0.051  C8 1.194
26 H 2.955 -0.534 -1.049  C8 1.196
27 H -0.665 1.384 -2.018  C10 1.194
28 H 0.197 1.647 -0.364  C10 1.169
29 H -2.236 0.483 -0.410  C11 1.193
30 H -1.317 -1.207 -0.853  C11 1.170
31 H -1.073 0.753 1.441  O12 1.020
32 H 4.249 2.892 -0.214  C13 1.194
33 H 4.191 4.732 0.171  C13 1.195
34 H 3.572 2.231 2.641  O15 1.005
35 H 1.057 3.784 2.516  O16 1.003
36 C 4.994 -1.969 2.868  C37 1.503, H41 1.094, H42 1.093, H43 1.093
37 C 3.904 -0.936 2.920  C36 1.503, O38 1.229, N39 1.364
38 O 4.146 0.264 3.030  C37 1.229
39 N 2.610 -1.361 2.842  C37 1.364, C40 1.443, H44 1.014
40 C 2.118 -2.711 2.710  N39 1.443, H45 1.093, H46 1.093, H47 1.091
41 H 5.967 -1.476 2.942  C36 1.094
42 H 4.893 -2.663 3.707  C36 1.093
43 H 4.952 -2.510 1.919  C36 1.093
44 H 1.936 -0.605 2.884  N39 1.014
45 H 1.529 -2.769 1.792  C40 1.093
46 H 1.471 -2.920 3.566  C40 1.093
47 H 2.923 -3.447 2.674  C40 1.091
48 C -5.581 3.350 -1.767  C49 1.503, H53 1.094, H54 1.093, H55 1.093
49 C -4.545 4.413 -1.531  C48 1.503, O50 1.229, N51 1.364
50 O -3.553 4.215 -0.835  C49 1.229
51 N -4.729 5.631 -2.117  C49 1.364, C52 1.443, H56 1.014
52 C -5.816 6.063 -2.963  N51 1.443, H57 1.093, H58 1.093, H59 1.091
53 H -5.295 2.438 -1.235  C48 1.094
54 H -6.551 3.681 -1.386  C48 1.093
55 H -5.647 3.121 -2.834  C48 1.093
56 H -3.989 6.292 -1.911  N51 1.014
57 H -5.396 6.369 -3.924  C52 1.093
58 H -6.292 6.924 -2.489  C52 1.093
59 H -6.557 5.278 -3.122  C52 1.091
60 C 3.902 -4.080 6.666  C61 1.503, H65 1.094, H66 1.093, H67 1.093
61 C 5.330 -4.426 6.350  C60 1.503, O62 1.229, N63 1.364
62 O 5.773 -4.387 5.204  C61 1.229
63 N 6.146 -4.791 7.380  C61 1.364, C64 1.443, H68 1.014
64 C 5.824 -4.899 8.783  N63 1.443, H69 1.093, H70 1.093, H71 1.091
65 H 3.380 -3.809 5.743  C60 1.094
66 H 3.397 -4.943 7.108  C60 1.093
67 H 3.865 -3.225 7.347  C60 1.093
68 H 7.091 -5.009 7.085  N63 1.014
69 H 6.483 -4.224 9.334  C64 1.093
70 H 6.019 -5.927 9.097  C64 1.093
71 H 4.784 -4.644 8.992  C64 1.091
72 C -1.998 -1.145 -4.553  C73 1.503, H77 1.094, H78 1.093, H79 1.093
73 C -3.017 -0.593 -3.596  C72 1.503, O74 1.229, N75 1.364
74 O -2.732 0.262 -2.761  C73 1.229
75 N -4.293 -1.067 -3.672  C73 1.364, C76 1.443, H80 1.014
76 C -4.827 -2.061 -4.572  N75 1.443, H81 1.093, H82 1.093, H83 1.091
77 H -1.030 -0.670 -4.369  C72 1.094
78 H -1.888 -2.222 -4.402  C72 1.093
79 H -2.297 -0.933 -5.583  C72 1.093
80 H -4.919 -0.646 -2.994  N75 1.014
81 H -5.638 -1.600 -5.142  C76 1.093
82 H -5.232 -2.879 -3.971  C76 1.093
83 H -4.074 -2.449 -5.258  C76 1.091
84 C -2.148 -6.972 -1.888  C85 1.503, H89 1.094, H90 1.093, H91 1.093
85 C -2.388 -6.028 -3.033  C84 1.503, O86 1.229, N87 1.364
86 O -2.029 -6.287 -4.179  C85 1.229
87 N -3.026 -4.851 -2.772  C85 1.364, C88 1.443, H92 1.014
88 C -3.522 -4.362 -1.508  N87 1.443, H93 1.093, H94 1.093, H95 1.091
89 H -1.631 -7.864 -2.253  C84 1.094
90 H -1.518 -6.493 -1.133  C84 1.093
91 H -3.101 -7.280 -1.450  C84 1.093
92 H -3.150 -4.271 -3.595  N87 1.014
93 H -4.597 -4.192 -1.609  C88 1.093
94 H -3.028 -3.411 -1.295  C88 1.093
95 H -3.339 -5.060 -0.690  C88 1.091

***

Entry 3:
This record from the Open Molecules 2025 dataset describes a 3-piece molecular cluster, C23H54BrN7O8P2S2 overall in a non-equilibrium geometry. The level of theory is the ωB97M-V functional and the def2-TZVPD basis.

Computed properties:
**Net charge**: 0
**Highest occupied orbital energy**: -7.80 eV
**Frontier orbital gap**: 6.51 eV

Last columns: bonded neighbours and bond lengths (Å).
Atoms and positions in Å:
1 C 0.828 -2.591 -0.912  C2 1.630, H22 1.150, H23 1.141, H24 1.143
2 C -0.441 -1.817 -0.244  C1 1.630, C3 1.606, H25 1.158, H26 1.141
3 C -1.450 -1.228 -1.346  C2 1.606, C4 1.622, O21 1.461, H27 1.154
4 C -2.836 -2.059 -1.483  C3 1.622, C5 1.634, H28 1.158, H29 1.139
5 C -4.115 -1.258 -0.856  C4 1.634, C6 1.621, C10 1.627, H30 1.156
6 C -5.436 -2.193 -0.764  C5 1.621, C7 1.600, H31 1.139, H32 1.153
7 C -5.656 -3.144 -2.031  C6 1.600, C8 1.640, H33 1.157, H34 1.140
8 C -6.994 -4.084 -1.908  C7 1.640, S9 1.856, H35 1.154, H36 1.157
9 S -7.875 -3.951 -0.281  C8 1.856, H37 1.386
10 C -4.394 0.124 -1.669  C5 1.627, C11 1.602, O15 1.457, S18 1.891
11 C -5.366 1.137 -0.898  C10 1.602, C12 1.597, H38 1.152, H39 1.156
12 C -5.038 1.336 0.652  C11 1.597, O13 1.262, Br14 1.996
13 O -5.372 0.484 1.520  C12 1.262
14 Br -4.041 2.928 1.326  C12 1.996
15 O -5.012 -0.187 -2.951  C10 1.457, N16 1.369
16 N -5.361 0.943 -3.639  O15 1.369, O17 1.205
17 O -6.535 0.818 -3.881  N16 1.205
18 S -2.719 0.888 -2.100  C10 1.891, O19 1.523, O20 1.500, O21 1.667
19 O -2.358 0.464 -3.518  S18 1.523
20 O -2.746 2.387 -2.077  S18 1.500
21 O -1.633 0.189 -1.045  C3 1.461, S18 1.667
22 H 1.030 -2.038 -1.900  C1 1.150
23 H 1.741 -2.411 -0.252  C1 1.141
24 H 0.605 -3.695 -1.102  C1 1.143
25 H 0.024 -0.901 0.290  C2 1.158
26 H -0.940 -2.433 0.578  C2 1.141
27 H -0.932 -1.321 -2.373  C3 1.154
28 H -2.713 -2.983 -0.795  C4 1.158
29 H -3.033 -2.458 -2.532  C4 1.139
30 H -3.812 -1.054 0.240  C5 1.156
31 H -6.310 -1.504 -0.518  C6 1.139
32 H -5.257 -2.881 0.144  C6 1.153
33 H -4.787 -3.896 -2.162  C7 1.157
34 H -5.754 -2.604 -3.030  C7 1.140
35 H -6.767 -5.178 -2.199  C8 1.154
36 H -7.731 -3.715 -2.720  C8 1.157
37 H -8.635 -2.793 -0.218  S9 1.386
38 H -5.405 2.190 -1.366  C11 1.152
39 H -6.434 0.696 -0.959  C11 1.156
40 C -0.890 9.499 0.680  N41 1.450, H51 1.097, H52 1.095, H53 1.087
41 N -0.842 8.279 1.463  C40 1.450, C42 1.463, P43 1.717
42 C -0.472 8.623 2.837  N41 1.463, H54 1.098, H55 1.093, H56 1.094
43 P -0.270 6.733 0.982  N41 1.717, O44 1.542, N45 1.732, N48 1.789
44 O -1.365 5.983 1.766  P43 1.542
45 N -0.937 6.241 -0.539  P43 1.732, C46 1.459, C47 1.470
46 C -2.139 6.880 -1.066  N45 1.459, H57 1.094, H58 1.095, H59 1.090
47 C -1.123 4.786 -0.639  N45 1.470, H60 1.092, H61 1.095, H62 1.095
48 N 1.066 7.534 0.102  P43 1.789, C49 1.458, C50 1.473
49 C 1.126 7.745 -1.339  N48 1.458, H63 1.094, H64 1.096, H65 1.090
50 C 2.345 6.940 0.531  N48 1.473, H66 1.095, H67 1.096, H68 1.094
51 H 0.096 9.966 0.566  C40 1.097
52 H -1.545 10.232 1.162  C40 1.095
53 H -1.316 9.351 -0.309  C40 1.087
54 H 0.578 8.938 2.895  C42 1.098
55 H -0.602 7.767 3.504  C42 1.093
56 H -1.102 9.424 3.234  C42 1.094
57 H -2.918 6.992 -0.306  C46 1.094
58 H -2.559 6.314 -1.903  C46 1.095
59 H -1.911 7.857 -1.494  C46 1.090
60 H -2.031 4.449 -0.134  C47 1.092
61 H -0.273 4.258 -0.194  C47 1.095
62 H -1.176 4.475 -1.688  C47 1.095
63 H 1.161 6.809 -1.904  C49 1.094
64 H 2.024 8.318 -1.597  C49 1.096
65 H 0.292 8.349 -1.698  C49 1.090
66 H 2.459 5.922 0.143  C50 1.095
67 H 2.391 6.892 1.625  C50 1.096
68 H 3.197 7.543 0.206  C50 1.094
69 C 4.721 -7.700 2.164  N70 1.450, H80 1.097, H81 1.095, H82 1.087
70 N 4.085 -6.641 1.404  C69 1.450, C71 1.464, P72 1.716
71 C 3.234 -7.249 0.380  N70 1.464, H83 1.098, H84 1.093, H85 1.094
72 P 4.757 -5.140 0.911  N70 1.716, O73 1.542, N74 1.733, N77 1.789
73 O 3.442 -4.370 1.142  P72 1.542
74 N 5.538 -4.321 2.224  P72 1.733, C75 1.459, C76 1.470
75 C 5.246 -4.686 3.607  N74 1.459, H86 1.094, H87 1.095, H88 1.090
76 C 5.452 -2.858 2.118  N74 1.470, H89 1.093, H90 1.095, H91 1.096
77 N 6.297 -5.980 0.558  P72 1.789, C78 1.458, C79 1.474
78 C 7.483 -5.967 1.406  N77 1.458, H92 1.094, H93 1.096, H94 1.090
79 C 6.714 -5.657 -0.818  N77 1.474, H95 1.095, H96 1.096, H97 1.093
80 H 5.428 -8.284 1.562  C69 1.097
81 H 3.967 -8.395 2.548  C69 1.095
82 H 5.240 -7.336 3.047  C69 1.087
83 H 3.838 -7.722 -0.405  C71 1.098
84 H 2.594 -6.501 -0.093  C71 1.093
85 H 2.564 -8.001 0.809  C71 1.094
86 H 4.174 -4.800 3.790  C75 1.094
87 H 5.633 -3.939 4.308  C75 1.095
88 H 5.760 -5.605 3.889  C75 1.090
89 H 4.486 -2.473 2.458  C76 1.093
90 H 5.597 -2.537 1.082  C76 1.095
91 H 6.240 -2.382 2.712  C76 1.096
92 H 7.918 -4.968 1.512  C78 1.094
93 H 8.255 -6.618 0.980  C78 1.096
94 H 7.282 -6.376 2.396  C78 1.090
95 H 7.054 -4.618 -0.895  C79 1.095
96 H 5.873 -5.790 -1.508  C79 1.096
97 H 7.512 -6.319 -1.162  C79 1.093

***

Here are the calculated E_LUMO numbers, same order: -4.570, -2.207, -1.285 (eV).
Here are the calculated electronic energy numbers, same order: -2597.1344, -4931.7387, -5946.5633 (Eh).